Record 1
{"formula": "C10H12NO", "method": "ωB97M-V/def2-TZVPD", "e_homo_ha": -0.4973, "de_lowest_kj_mol": 367.2, "e_tot_ha": -517.84533, "max_force_ev_per_a": 5.11, "orbital_gap_ev": 8.22, "charge": 1, "symbols": ["C", "C", "C", "C", "C", "C", "C", "C", "C", "C", "N", "O", "H", "H", "H", "H", "H", "H", "H", "H", "H", "H", "H", "H"], "positions_angstrom": [[0.263, -3.011, 1.573], [1.573, -2.827, 1.148], [-0.589, -1.861, 1.443], [1.903, -1.741, 0.378], [-0.287, -0.639, 0.815], [1.032, -0.638, 0.199], [-1.265, 0.444, 0.760], [-1.424, 1.117, -0.613], [1.535, 0.428, -0.557], [-0.523, 3.013, -1.774], [-0.392, 2.160, -0.604], [0.946, 1.532, -0.858], [-0.229, -3.763, 2.082], [2.240, -3.594, 1.245], [-1.586, -2.111, 1.852], [2.966, -1.798, 0.023], [-2.345, 0.148, 0.920], [-0.812, 1.131, 1.559], [-1.318, 0.265, -1.425], [-2.446, 1.480, -0.589], [2.466, 0.535, -0.996], [-1.447, 3.412, -2.009], [0.173, 3.875, -1.920], [-0.435, 2.445, -2.653]], "forces_ev_per_angstrom": [[-0.0058, 5.0046, -1.0103], [-2.1031, 0.0653, -0.5409], [-0.5367, -1.1676, 0.0613], [1.3677, 0.0731, 0.3688], [1.1185, -3.3930, -0.1943], [-0.4142, -0.2410, 0.4769], [-1.0260, 0.6856, 0.5999], [1.5813, -2.1511, 0.6476], [-3.2737, 1.2924, 0.8022], [2.4839, 0.8934, -0.9690], [-0.5250, 0.0400, -0.9387], [0.0409, 0.7512, -0.5833], [-0.0517, -2.1121, 0.8272], [1.8532, -1.7908, 0.3261], [0.3747, 1.0287, -0.3347], [-1.2556, 0.7326, -0.0690], [1.5767, -0.2945, 1.0192], [-1.5518, -0.2198, -1.1051], [-0.1388, 2.0071, 1.0970], [0.2890, 0.8727, -0.6458], [2.1506, -0.7010, -0.5570], [-2.5255, 0.7820, 1.0715], [-0.1721, -0.9120, 0.9960], [0.7433, -1.2459, -1.3455]]}

Record 2
{"formula": "CH2N2", "method": "ωB97M-V/def2-TZVPD", "e_homo_ha": -0.3962, "de_lowest_kj_mol": 33.7, "e_tot_ha": -148.78574, "max_force_ev_per_a": 4.51, "orbital_gap_ev": 11.34, "symbols": ["C", "N", "N", "H", "H"], "positions_angstrom": [[-0.080, -0.074, -0.750], [0.186, 0.151, -1.832], [-0.145, -0.264, 0.660], [0.799, -0.301, 0.891], [-0.760, 0.488, 1.031]], "forces_ev_per_angstrom": [[-0.0497, -0.2394, 3.7141], [-0.0285, 0.0538, -1.8439], [-2.7928, 0.6942, -3.4718], [1.6573, 0.3319, 1.4925], [1.2137, -0.8405, 0.1090]]}

Record 3
{"formula": "C2H2ClIO", "method": "ωB97M-V/def2-TZVPD", "e_homo_ha": [-0.3512, -0.3512], "de_lowest_kj_mol": 188.9, "e_tot_ha": -910.44018, "max_force_ev_per_a": 3.65, "orbital_gap_ev": [6.59, 6.59], "symbols": ["C", "C", "O", "Cl", "I", "H", "H"], "positions_angstrom": [[-0.424, -0.372, -0.688], [-0.288, 0.333, 0.598], [-0.962, -0.035, -1.755], [-0.259, 1.948, 0.745], [2.577, -0.377, 0.200], [-0.057, -1.341, -0.595], [-0.586, -0.156, 1.495]], "forces_ev_per_angstrom": [[-1.9467, 0.7585, -2.9951], [1.8906, -0.3566, -0.8676], [1.3039, 0.3492, 2.8413], [-0.3421, 1.8354, -0.0608], [-1.6512, 0.3635, 0.4165], [0.5379, -2.1248, 0.1895], [0.2076, -0.8250, 0.4761]]}